Record 1
Molecular formula: C23H41BClN3O12P3
Method: DFT, wB97M-V/def2-TZVPD

Output
frontier orbital gap: 4.004 eV
HOMO level: -3.1 eV
charge: -1
total energy: -3476.7788 hartree

XYZ file:
```
84
C23H41BClN3O12P3 | the Open Molecules 2025 dataset | wB97M-V/def2-TZVPD
C 0.37 -5.71 -1.78
C 0.57 -4.47 -1.09
C 0.53 -3.00 -0.36
P 0.93 -1.53 -1.57
C -0.51 -2.12 -2.74
P 1.20 0.10 -2.98
C 0.96 -0.42 -4.80
C 2.91 0.93 -2.89
P 2.40 -2.92 -2.36
N 3.63 -3.39 -1.10
O 3.38 -2.17 -3.61
O 2.10 -0.76 -0.48
C 1.49 0.21 0.50
Cl 1.77 2.04 0.16
C 2.34 0.05 1.93
C 3.35 1.13 2.25
C -0.13 -0.11 0.57
C -0.67 -0.82 1.98
O -2.17 -0.75 2.02
N -2.54 -1.63 2.99
O -3.58 -1.26 3.54
B -1.18 1.20 0.50
N -2.22 1.23 -0.65
O -1.21 2.30 1.48
O -0.44 -0.78 -0.70
H 0.30 -6.52 -2.64
H 1.24 -2.99 0.57
H -0.58 -2.83 0.04
H -1.07 -1.11 -3.04
H -0.12 -2.73 -3.66
H -1.34 -2.74 -2.15
H 1.33 -1.50 -5.08
H 1.40 0.44 -5.49
H -0.22 -0.41 -5.00
H 3.39 0.86 -3.98
H 3.69 0.43 -2.17
H 2.83 2.08 -2.66
H 3.35 -3.03 -0.17
H 3.48 -4.44 -1.03
H 4.29 -1.94 -3.22
H 2.14 -0.83 2.70
H 4.46 1.13 1.87
H 3.00 2.07 2.89
H -0.39 -1.96 2.06
H -0.30 -0.26 2.94
H -2.12 2.15 -1.17
H -3.14 1.33 -0.14
H -0.78 1.95 2.33
O -4.01 4.69 -0.36
C -4.09 5.09 0.79
O -4.31 6.39 1.13
C -4.24 6.51 2.55
C -4.51 5.13 3.09
C -3.93 4.24 2.01
H -3.24 6.87 2.82
H -4.98 7.23 2.90
H -4.07 4.96 4.08
H -5.59 4.96 3.16
H -2.86 4.05 2.17
H -4.48 3.30 1.93
O 5.44 0.54 -1.85
C 6.28 1.26 -1.35
O 6.80 2.37 -1.95
C 7.83 2.92 -1.13
C 7.53 2.41 0.26
C 6.91 1.06 -0.01
H 8.80 2.57 -1.50
H 7.80 4.01 -1.17
H 8.42 2.37 0.90
H 6.80 3.06 0.75
H 7.67 0.27 -0.08
H 6.17 0.80 0.75
O -7.95 -5.06 -0.03
C -7.12 -4.33 0.47
O -6.59 -3.23 -0.13
C -5.57 -2.68 0.70
C -5.86 -3.19 2.08
C -6.48 -4.54 1.82
H -4.60 -3.03 0.33
H -5.59 -1.59 0.65
H -4.98 -3.23 2.72
H -6.60 -2.54 2.57
H -5.72 -5.33 1.74
H -7.23 -4.80 2.57
```



Record 2
Molecular formula: C23H41Cl3CuN3O3Si
Method: DFT, wB97M-V/def2-TZVPD

Output
frontier orbital gap (spin up / spin down): 7.367 / 7.256 eV
HOMO level (spin up / spin down): -4.8 / -4.7 eV
multiplicity: 2
charge: -1
total energy: -4601.7002 hartree

XYZ file:
```
75
C23H41Cl3CuN3O3Si | the Open Molecules 2025 dataset | wB97M-V/def2-TZVPD
C 1.53 -0.98 -3.01
C 1.03 0.41 -2.90
H 1.25 -1.41 -3.97
H 1.10 -1.60 -2.20
H 2.62 -1.01 -2.91
C 0.61 1.17 -3.93
C 0.44 0.71 -5.35
H 0.33 2.22 -3.76
H 0.65 -0.36 -5.50
H 1.09 1.28 -6.04
H -0.59 0.91 -5.68
Cu 0.72 -0.86 0.79
Cl 2.53 0.39 1.21
Cl -0.19 -2.76 0.05
C 0.28 2.66 1.89
O -0.62 1.82 1.85
N 0.08 3.99 2.10
C -1.25 4.45 2.46
C 1.12 4.99 2.03
H 1.35 2.38 1.78
H -1.90 3.57 2.51
H -1.61 5.17 1.72
H -1.20 4.95 3.44
H 2.06 4.54 1.68
H 1.29 5.45 3.02
H 0.84 5.80 1.35
H -1.65 -1.14 -2.64
H -2.23 1.42 -2.96
C -2.45 -1.20 -1.88
C -3.12 1.10 -2.39
N -2.77 0.11 -1.39
H -2.10 -1.83 -1.04
C -2.69 0.44 -0.06
O -2.34 -0.30 0.85
H -3.57 1.97 -1.91
H -3.01 1.50 0.13
H -3.33 -1.65 -2.35
H -3.83 0.66 -3.11
O 0.12 0.37 -0.70
C 1.04 0.99 -1.49
C -0.22 3.21 -1.30
C 0.98 2.52 -1.37
H -1.15 2.64 -1.17
C -0.22 4.61 -1.37
H 2.04 0.72 -1.10
C 2.19 3.20 -1.34
H -1.18 5.13 -1.35
C 1.00 5.29 -1.48
C 2.21 4.59 -1.45
H 3.10 2.59 -1.23
H 0.99 6.38 -1.59
H 3.17 5.10 -1.53
Si 0.36 -6.43 0.23
Cl 0.51 -5.54 -1.65
C -1.50 -6.62 0.53
C 1.55 -5.42 1.27
C 0.88 -8.24 0.27
H -2.05 -5.72 0.22
H -1.68 -6.83 1.59
H -1.86 -7.48 -0.06
H 0.21 -8.88 -0.30
H 0.82 -8.53 1.33
H 1.91 -8.41 -0.08
H 1.34 -4.34 1.19
H 2.57 -5.58 0.89
H 1.52 -5.72 2.33
C 0.52 0.24 6.00
C -0.41 -0.59 5.10
C 0.09 -0.82 3.75
N 0.41 -1.09 2.67
H 1.54 -0.14 5.99
H 0.16 0.19 7.03
H 0.54 1.28 5.70
H -0.57 -1.57 5.56
H -1.39 -0.09 5.02
```



Record 3
Molecular formula: C23H41ClN5O3
Method: DFT, wB97M-V/def2-TZVPD

Output
frontier orbital gap: 5.717 eV
HOMO level: -3.1 eV
charge: -1
total energy: -1860.5995 hartree

XYZ file:
```
73
C23H41ClN5O3 | the Open Molecules 2025 dataset | wB97M-V/def2-TZVPD
C 1.18 4.03 0.42
O 1.70 2.85 -0.14
C 1.10 2.49 -1.37
C 0.12 1.35 -1.24
C 0.84 0.03 -1.00
C -0.12 -1.14 -0.92
N -1.15 -0.86 0.10
C -2.50 -0.98 -0.36
Cl -3.55 -0.41 1.03
C -2.80 -0.06 -1.55
O -3.00 1.11 -1.32
O -2.88 -0.54 -2.76
H 0.67 3.81 1.35
H 0.50 4.56 -0.23
H 1.99 4.70 0.66
H 1.90 2.13 -2.01
H 0.64 3.31 -1.90
H -0.39 1.24 -2.19
H -0.64 1.51 -0.49
H 1.42 0.11 -0.09
H 1.50 -0.08 -1.85
H -0.53 -1.40 -1.89
H 0.48 -1.98 -0.58
H -1.01 -1.51 0.85
H -2.81 -1.98 -0.59
C -3.94 -6.00 -3.44
C -3.11 -5.81 -2.18
C -3.38 -4.46 -1.49
C -3.07 -3.34 -2.38
N -2.81 -2.38 -3.00
H -3.71 -5.24 -4.18
H -3.74 -6.97 -3.89
H -5.01 -5.94 -3.21
H -2.05 -5.87 -2.43
H -3.32 -6.62 -1.48
H -2.77 -4.39 -0.58
H -4.44 -4.40 -1.19
C 4.51 -2.17 -3.79
C 5.32 -1.26 -2.88
C 5.58 -1.88 -1.50
C 4.31 -2.13 -0.82
N 3.32 -2.33 -0.29
H 3.51 -2.35 -3.39
H 4.38 -1.71 -4.77
H 5.00 -3.13 -3.94
H 4.81 -0.31 -2.77
H 6.29 -1.05 -3.35
H 6.17 -1.20 -0.89
H 6.12 -2.82 -1.59
C -4.92 4.10 4.76
C -5.18 3.49 3.38
C -4.22 2.35 3.03
C -2.84 2.84 3.03
N -1.77 3.24 3.03
H -3.93 4.55 4.81
H -5.65 4.88 4.97
H -5.00 3.34 5.54
H -5.11 4.28 2.62
H -6.20 3.11 3.34
H -4.45 1.95 2.05
H -4.30 1.55 3.76
C 3.29 3.18 2.94
C 2.83 1.73 3.03
C 3.98 0.73 2.98
C 4.70 0.85 1.72
N 5.23 0.94 0.71
H 3.78 3.37 1.98
H 2.45 3.86 3.01
H 3.99 3.42 3.74
H 2.12 1.53 2.23
H 2.29 1.59 3.97
H 3.61 -0.29 3.06
H 4.68 0.90 3.80
```



Number 1 is which compound? C23H41BClN3O12P3